<A>
Computed, not measured: 2 unconnected molecules or ions with the total composition CH3NOS2, with wB97M-V/def2-TZVPD.

Calculated values
* charge: 0
* 2S+1: 1
* LUMO energy: 0.154 eV

Structure (XYZ):
```
8
CH3NOS2, DFT wB97M-V/def2-TZVPD
C -0.5369 -1.9109 0.9113
N -0.2613 -2.1627 1.9584
H -0.7521 -1.1295 0.0560
O 0.0815 0.3559 0.2235
S -0.6627 1.5781 -0.2278
S 0.0808 1.2098 -2.0019
H 0.7312 0.3086 1.1187
H 1.3195 1.7507 -2.0382
```

Partial atomic charges computed with the Mulliken method, in multiples of e: number 1, C, carries 0.17; number 2, N, carries -0.39; number 3, H, carries 0.26; number 4, O, carries -0.46; number 5, S, carries 0.11; number 6, S, carries -0.21; number 7, H, carries 0.38; number 8, H, carries 0.15



<B>
Computed, not measured: a single CH3NOS2 molecule, with wB97M-V/def2-TZVPD.

Calculated values
* charge: 0
* 2S+1: 1
* LUMO energy (spin up / spin down): -0.639 / -0.638 eV

Structure (XYZ):
```
8
CH3NOS2, DFT wB97M-V/def2-TZVPD
C -1.3008 -0.3539 0.4445
N -0.4815 -0.6383 -0.4579
S 0.9356 0.1766 -0.5216
O 0.5945 1.8838 0.3706
S 2.4283 -0.7038 0.2248
H -2.0485 -1.0897 0.7551
H -1.0112 0.4740 1.1811
H 0.8836 0.2513 -1.9966
```

Partial atomic charges computed with the Mulliken method, in multiples of e: number 1, C, carries -0.17; number 2, N, carries -0.28; number 3, S, carries 0.43; number 4, O, carries -0.58; number 5, S, carries -0.20; number 6, H, carries 0.28; number 7, H, carries 0.29; number 8, H, carries 0.24



Of them, <A> has the highest stability.



<A>
Computed, not measured: a gas-phase ion, C5H8NO2 (charge -1), with wB97M-V/def2-TZVPD.

Calculated values
* charge: -1
* 2S+1: 1
* LUMO energy: 3.953 eV

Structure (XYZ):
```
16
C5H8NO2, DFT wB97M-V/def2-TZVPD
C 1.0657 1.1325 1.4293
C 1.0123 0.3844 0.1022
N 0.9861 -1.0791 0.2152
O 1.8168 -1.8526 -0.4559
C -0.1359 -0.3640 -0.3538
C -1.4974 -0.6563 0.2377
O -2.1246 -0.4217 -1.0490
C -0.8217 -0.2409 -1.6882
H 1.6317 0.6799 2.2624
H 0.0089 1.2164 1.6827
H 1.4780 2.1908 1.4657
H 1.5264 0.8613 -0.7112
H -1.8753 -1.5494 0.5749
H -1.6654 0.1675 0.9739
H -0.7465 0.6823 -2.2288
H -0.6590 -1.1511 -2.4571
```

Partial atomic charges computed with the Mulliken method, in multiples of e: number 1, C, carries -1.17; number 2, C, carries 0.16; number 3, N, carries -0.30; number 4, O, carries -0.85; number 5, C, carries 0.20; number 6, C, carries -0.40; number 7, O, carries -0.45; number 8, C, carries -0.31; number 9, H, carries 0.26; number 10, H, carries 0.25; number 11, H, carries 0.27; number 12, H, carries 0.53; number 13, H, carries 0.26; number 14, H, carries 0.08; number 15, H, carries 0.28; number 16, H, carries 0.20



<B>
Computed, not measured: a gas-phase ion, C5H8NO2 (charge -1), with wB97M-V/def2-TZVPD.

Calculated values
* charge: -1
* 2S+1: 1
* LUMO energy: 3.885 eV

Structure (XYZ):
```
16
C5H8NO2, DFT wB97M-V/def2-TZVPD
C 0.3997 0.8548 2.2723
C 0.3763 0.6413 0.9527
N 0.6212 1.6362 0.0070
C -0.1914 -0.6667 0.4162
C 0.2252 -1.2029 -1.0011
C -0.8698 -0.7800 -2.0904
O -1.7104 -1.6479 -2.3679
O -0.7809 0.3996 -2.4986
H 0.4326 0.1232 3.0732
H 0.6965 1.8087 2.6877
H 0.4594 2.5605 0.3872
H 0.1160 1.4602 -0.8748
H 0.0315 -1.4856 1.1018
H -1.2800 -0.6149 0.3356
H 0.2939 -2.2879 -1.0487
H 1.1804 -0.7985 -1.3522
```

Partial atomic charges computed with the Mulliken method, in multiples of e: number 1, C, carries -1.13; number 2, C, carries 0.75; number 3, N, carries -0.53; number 4, C, carries -0.68; number 5, C, carries -0.76; number 6, C, carries 0.54; number 7, O, carries -0.72; number 8, O, carries -0.76; number 9, H, carries 0.28; number 10, H, carries 0.26; number 11, H, carries 0.24; number 12, H, carries 0.30; number 13, H, carries 0.26; number 14, H, carries 0.27; number 15, H, carries 0.32; number 16, H, carries 0.36



Of them, <B> has the highest stability.



<A>
Computed, not measured: a molecular structure, H21O11, with wB97M-V/def2-TZVPD.

Calculated values
* charge: -1
* 2S+1: 1
* LUMO energy: 2.375 eV

Structure (XYZ):
```
32
H21O11, DFT wB97M-V/def2-TZVPD
O -3.2491 1.4107 -2.0597
H -2.3717 1.5290 -1.6192
H -3.9745 1.1989 -1.4234
O 3.1683 1.8567 -3.3539
H 2.9015 0.8885 -2.8693
H 2.3250 2.2674 -3.4260
O 1.1084 3.1409 -1.5777
H 2.8474 -3.3335 0.9220
H -2.0766 0.2257 3.2893
O 1.3102 0.3047 0.2765
H 1.2471 0.4833 -0.6581
H 0.9306 -2.1650 4.0942
O 2.8368 -1.7379 0.3812
H -0.6362 0.0940 -2.3164
H -1.4470 0.6129 1.0219
O -2.5240 1.0211 2.7807
H -1.9308 1.4381 2.1384
H -0.7751 0.4526 -0.1632
O -1.7060 0.5839 0.0410
H 1.2281 2.9439 -0.6867
O 2.4600 -4.3133 1.1069
H 0.7177 2.4747 -2.0617
H 1.7970 -4.6797 0.5362
O -4.2135 -0.1408 1.3316
H -3.5198 -0.2781 0.6491
H -3.8270 0.2607 1.9938
O -0.1606 -0.2501 -2.9054
H 3.2388 -1.3530 1.1138
H -0.6588 -0.7096 -3.5310
O 1.6103 -1.8280 3.7626
H 1.8432 -0.8757 0.4164
H 1.5003 -1.5230 2.7963
```

Partial atomic charges computed with the Mulliken method, in multiples of e: number 1, O, carries -0.67; number 2, H, carries 0.38; number 3, H, carries 0.31; number 4, O, carries -0.65; number 5, H, carries 0.35; number 6, H, carries 0.31; number 7, O, carries -0.61; number 8, H, carries 0.45; number 9, H, carries 0.38; number 10, O, carries -0.90; number 11, H, carries 0.13; number 12, H, carries 0.22; number 13, O, carries -0.93; number 14, H, carries 0.23; number 15, H, carries 0.23; number 16, O, carries -0.73; number 17, H, carries 0.34; number 18, H, carries 0.34; number 19, O, carries -0.62; number 20, H, carries 0.32; number 21, O, carries -0.70; number 22, H, carries 0.28; number 23, H, carries 0.25; number 24, O, carries -0.68; number 25, H, carries 0.35; number 26, H, carries 0.39; number 27, O, carries -0.51; number 28, H, carries 0.27; number 29, H, carries 0.26; number 30, O, carries -0.58; number 31, H, carries 0.42; number 32, H, carries 0.35



<B>
Computed, not measured: 11 unconnected molecules or ions with the total composition H21O11, with wB97M-V/def2-TZVPD.

Calculated values
* charge: -1
* 2S+1: 1
* LUMO energy: 3.083 eV

Structure (XYZ):
```
32
H21O11, DFT wB97M-V/def2-TZVPD
O 0.4532 -0.4231 0.2102
H -0.2097 0.2857 0.4699
O -0.8385 -1.9099 2.1598
H -0.3932 -1.4213 1.5137
H -0.9933 -1.3328 2.8970
O 1.9274 1.6864 0.1945
H 1.3334 0.9185 0.2320
H 2.4598 1.6165 0.9601
O 2.0368 -0.3110 -2.0010
H 1.4972 -0.3469 -1.2027
H 2.2255 0.6247 -2.0507
O -1.3126 -2.0172 -0.9606
H -0.6635 -1.5461 -0.3542
H -0.9276 -2.0730 -1.8608
O 2.0770 -0.4260 2.4384
H 1.5368 -0.3791 1.6155
H 2.9471 -0.4063 2.0828
O -1.1300 1.8459 1.3851
H -1.7353 1.1095 1.5172
H -1.6605 2.3575 0.7722
O 1.5640 -2.7786 0.2686
H 1.5990 -3.1037 1.1609
H 1.1466 -1.8546 0.3319
O -0.0256 3.5458 -0.7129
H 0.2402 2.6294 -0.7650
H -0.7484 3.6911 -1.3734
O -0.8233 0.7744 -1.8744
H -1.0553 0.2829 -2.6478
H -0.4392 0.2302 -1.1883
O -3.4230 -0.0566 -1.2948
H -4.0022 -0.6458 -0.9015
H -2.6629 -0.5667 -1.0219
```

Partial atomic charges computed with the Mulliken method, in multiples of e: number 1, O, carries -0.35; number 2, H, carries -0.01; number 3, O, carries -0.65; number 4, H, carries 0.28; number 5, H, carries 0.29; number 6, O, carries -0.69; number 7, H, carries 0.55; number 8, H, carries 0.26; number 9, O, carries -0.72; number 10, H, carries 0.09; number 11, H, carries 0.37; number 12, O, carries -0.76; number 13, H, carries 0.39; number 14, H, carries 0.34; number 15, O, carries -0.68; number 16, H, carries 0.17; number 17, H, carries 0.32; number 18, O, carries -0.61; number 19, H, carries 0.30; number 20, H, carries 0.34; number 21, O, carries -0.69; number 22, H, carries 0.33; number 23, H, carries 0.30; number 24, O, carries -0.68; number 25, H, carries 0.30; number 26, H, carries 0.32; number 27, O, carries -0.58; number 28, H, carries 0.27; number 29, H, carries 0.21; number 30, O, carries -0.63; number 31, H, carries 0.26; number 32, H, carries 0.38



Of them, <B> has the highest stability.